The following is a quantum chemistry calculation of a 9-piece molecular cluster, C43H85BrN2O33PS8 overall in a non-equilibrium geometry, from the OMol25 dataset.

```
173
C43H85BrN2O33PS8 (the ωB97M-V functional and the def2-TZVPD basis)
C 3.56 2.07 1.01
C 2.84 2.14 1.94
C 1.73 2.26 2.90
C 1.09 3.66 2.77
C -0.26 3.71 3.56
C -1.42 4.22 2.68
C -2.29 5.20 3.46
N -3.43 5.74 2.73
C -3.54 5.32 1.34
P -2.63 6.41 0.09
O -1.86 7.51 1.08
Br -0.93 5.31 -0.87
C -3.43 3.79 1.22
C -3.61 3.20 -0.18
C -4.87 3.84 -0.83
C -3.74 1.66 -0.15
C -3.98 1.02 -1.53
N -2.26 3.18 1.99
C -2.64 2.03 2.87
C -1.66 0.82 2.72
C -2.49 -0.45 3.07
C -3.10 -1.16 1.83
C -2.97 -2.69 1.99
C -3.14 -3.46 0.67
C -1.81 -4.06 0.19
C -0.86 -3.00 -0.40
C -1.12 -2.69 -1.90
C 0.19 -2.64 -2.72
C 0.40 -3.91 -3.61
C 0.84 -3.56 -5.06
C 0.40 -4.62 -6.10
C 1.43 -4.63 -7.25
H 4.20 2.20 0.16
H 0.98 1.50 2.65
H 2.10 2.09 3.92
H 1.79 4.35 3.25
H 1.00 3.99 1.74
H -0.11 4.49 4.31
H -0.45 2.80 4.12
H -0.96 4.80 1.88
H -2.60 4.70 4.39
H -1.63 6.03 3.76
H -3.51 6.74 2.81
H -4.59 5.52 1.13
H -0.95 7.23 1.25
H -4.31 3.43 1.77
H -2.79 3.39 -0.88
H -5.24 3.28 -1.68
H -5.61 3.98 -0.04
H -4.63 4.85 -1.20
H -2.74 1.31 0.16
H -4.42 1.31 0.63
H -4.93 0.48 -1.49
H -3.24 0.27 -1.80
H -4.09 1.74 -2.35
H -1.66 2.78 1.26
H -2.59 2.30 3.92
H -3.64 1.63 2.70
H -1.26 0.78 1.70
H -0.87 0.85 3.46
H -3.29 -0.18 3.77
H -1.87 -1.20 3.58
H -2.65 -0.81 0.90
H -4.18 -0.96 1.80
H -3.69 -3.07 2.72
H -1.97 -2.89 2.39
H -3.62 -2.89 -0.13
H -3.80 -4.33 0.84
H -2.01 -4.81 -0.59
H -1.30 -4.60 1.00
H 0.17 -3.38 -0.34
H -0.89 -2.07 0.19
H -1.56 -1.68 -1.96
H -1.85 -3.39 -2.32
H 1.07 -2.56 -2.07
H 0.16 -1.79 -3.41
H 1.22 -4.50 -3.18
H -0.48 -4.55 -3.62
H 1.94 -3.52 -5.05
H 0.46 -2.59 -5.37
H -0.59 -4.34 -6.49
H 0.36 -5.61 -5.64
H 1.62 -3.60 -7.57
H 2.33 -5.12 -6.88
H 1.06 -5.22 -8.10
C -0.76 2.49 -4.26
C -2.00 1.90 -4.91
O -1.53 1.37 -6.15
S -0.02 0.84 -5.97
O -0.05 -0.56 -5.74
O 0.78 1.42 -6.98
O 0.29 1.57 -4.57
H -0.51 3.46 -4.68
H -0.87 2.58 -3.18
H -2.77 2.64 -5.09
H -2.41 1.08 -4.32
C 4.98 2.99 -3.01
C 4.21 3.34 -4.26
O 2.89 2.81 -4.02
S 2.56 2.90 -2.46
O 1.77 4.06 -2.23
O 2.14 1.62 -2.02
O 4.04 3.17 -1.93
H 5.29 1.95 -3.01
H 5.85 3.63 -2.86
H 4.64 2.91 -5.15
H 4.12 4.42 -4.39
C 1.11 -1.46 3.28
C 2.46 -1.75 2.65
O 2.95 -2.89 3.35
S 1.71 -3.82 3.78
O 1.56 -4.86 2.83
O 1.80 -4.08 5.17
O 0.54 -2.74 3.54
H 1.23 -0.94 4.24
H 0.46 -0.88 2.63
H 3.15 -0.92 2.74
H 2.35 -2.01 1.59
C -2.69 8.57 4.97
C -3.92 9.41 5.27
O -4.41 8.88 6.51
S -3.18 8.37 7.40
O -2.83 9.38 8.33
O -3.44 7.03 7.79
O -2.07 8.36 6.23
H -2.97 7.60 4.56
H -2.01 9.07 4.29
H -4.68 9.33 4.50
H -3.66 10.46 5.42
C 4.44 -2.60 -4.40
C 3.31 -1.59 -4.28
O 3.95 -0.38 -3.87
S 5.42 -0.31 -4.50
O 5.37 0.49 -5.66
O 6.34 -0.07 -3.45
O 5.53 -1.84 -4.94
H 4.73 -2.98 -3.43
H 4.19 -3.43 -5.06
H 2.55 -1.90 -3.56
H 2.83 -1.41 -5.25
C -1.71 -4.48 -11.08
C -0.34 -4.72 -11.66
O 0.20 -5.80 -10.89
S -1.00 -6.78 -10.43
O -1.06 -7.86 -11.34
O -0.92 -6.95 -9.03
O -2.21 -5.78 -10.76
H -1.65 -3.90 -10.15
H -2.38 -3.97 -11.77
H 0.31 -3.85 -11.60
H -0.40 -5.05 -12.70
C 0.95 -5.53 9.02
C 0.19 -5.34 7.72
O -1.03 -6.08 7.91
S -1.46 -6.02 9.45
O -2.42 -4.99 9.62
O -1.68 -7.34 9.90
O -0.06 -5.50 10.04
H 1.43 -6.51 9.05
H 1.69 -4.76 9.19
H 0.74 -5.72 6.86
H -0.06 -4.29 7.56
C 7.59 -2.71 6.00
C 7.45 -2.43 4.52
O 6.29 -3.18 4.12
S 5.24 -3.23 5.33
O 4.26 -2.23 5.13
O 4.89 -4.58 5.56
O 6.24 -2.74 6.49
H 8.04 -3.68 6.18
H 8.16 -1.94 6.51
H 8.32 -2.74 3.95
H 7.25 -1.37 4.33
```

Orbital gap   9.3 eV
HOMO level   -11.9 eV
Net charge   +1
Energy relative to the best compared isomer or geometry (same formula, charge and spin)   0.00 kJ/mol
2S+1   1
LUMO energy   -2.58 eV


The following is a quantum chemistry calculation of a 2-piece molecular cluster, C6H12N2 overall in a non-equilibrium geometry, from the OMol25 dataset.

```
20
C6H12N2 (the ωB97M-V functional and the def2-TZVPD basis)
C 1.36 -1.40 2.38
C 1.27 -1.01 0.98
C 2.25 -0.23 0.27
N 1.59 0.24 -0.88
C 0.29 -0.17 -0.81
N 0.04 -0.94 0.23
H 0.46 -1.86 2.84
H 1.64 -0.52 3.03
H 1.98 -2.37 2.49
H 3.29 -0.01 0.49
H 1.97 0.75 -1.58
H -0.51 -0.15 -1.62
C -3.09 1.01 -1.66
C -2.60 1.93 -0.38
H -4.01 0.41 -1.23
H -3.35 1.51 -2.48
H -2.40 0.09 -1.76
H -1.59 2.28 -0.69
H -2.48 1.14 0.49
H -3.30 2.74 -0.17
```

Orbital gap   9.4 eV
SMILES   Cc1c[nH]cn1.CC
HOMO level   -8.4 eV
Energy relative to the best compared isomer or geometry (same formula, charge and spin)   183.47 kJ/mol
2S+1   1
LUMO energy   0.95 eV


The following is a quantum chemistry calculation of a 3-piece molecular cluster, C28H33N3O2 overall in a non-equilibrium geometry, from the OMol25 dataset.

```
66
C28H33N3O2 (the ωB97M-V functional and the def2-TZVPD basis)
C 0.79 5.51 -1.06
C -0.43 6.14 -0.41
N -1.19 5.16 0.30
C -2.20 5.48 1.29
C -2.78 4.11 1.70
C -2.05 3.12 0.86
C -2.06 1.74 0.79
C -1.17 1.06 -0.11
C -1.17 -0.37 -0.06
C -0.26 -1.23 -0.74
C -0.67 -2.58 -1.04
C 0.13 -3.40 -1.80
C 1.35 -2.89 -2.28
N 2.02 -3.80 -3.01
C 3.32 -3.58 -3.58
C 3.58 -2.09 -3.77
C 3.16 -1.23 -2.56
C 1.83 -1.60 -2.00
C 1.03 -0.81 -1.18
C 1.33 -5.08 -3.04
C 0.03 -4.82 -2.24
C -0.42 1.85 -1.04
C -0.33 3.24 -0.93
C -1.15 3.83 0.04
C 0.51 4.16 -1.76
H 1.21 6.21 -1.78
H 1.56 5.35 -0.29
H -0.13 6.93 0.30
H -1.06 6.63 -1.18
H -1.76 6.01 2.14
H -2.97 6.14 0.86
H -2.63 3.93 2.77
H -3.86 4.08 1.51
H -2.76 1.17 1.41
H -2.11 -0.82 0.28
H -1.66 -2.93 -0.72
H 4.10 -4.02 -2.93
H 3.37 -4.11 -4.54
H 4.64 -1.94 -3.98
H 3.02 -1.74 -4.65
H 3.93 -1.32 -1.77
H 3.15 -0.17 -2.86
H 1.39 0.19 -0.90
H 1.13 -5.39 -4.07
H 1.95 -5.86 -2.57
H -0.04 -5.51 -1.40
H -0.84 -5.00 -2.88
H 0.07 1.36 -1.88
H 0.02 4.36 -2.72
H 1.46 3.67 -1.99
O -3.93 -1.79 5.10
C -4.04 -0.89 4.35
C -0.60 -0.77 3.60
C 0.03 -1.39 4.79
C 0.43 -2.79 4.26
C -0.29 -2.97 2.91
N -0.73 -1.61 2.60
O -4.13 0.00 3.59
H -0.97 0.26 3.57
H 0.90 -0.84 5.14
H -0.69 -1.49 5.62
H 1.51 -2.82 4.09
H 0.15 -3.58 4.96
H 0.36 -3.39 2.13
H -1.15 -3.64 3.03
H -1.22 -1.41 1.74
```

Orbital gap   3.5 eV
HOMO level   -3.9 eV
Energy relative to the best compared isomer or geometry (same formula, charge and spin)   346.29 kJ/mol
2S+1   1
LUMO energy   -0.43 eV


The following is a quantum chemistry calculation of C17H17BN8O6Re as an isolated structure in a non-equilibrium geometry, from the OMol25 dataset.

```
50
C17H17BN8O6Re (the ωB97M-V functional and the def2-TZVPD basis)
C 2.47 -0.24 -1.23
N 1.18 -0.14 -1.62
N 1.15 0.21 -2.95
C 2.42 0.27 -3.39
C 3.27 0.02 -2.33
B -0.16 0.25 -3.81
N -0.92 -1.08 -3.48
N -0.78 -1.84 -2.32
C -1.37 -3.06 -2.52
C -1.84 -3.09 -3.83
C -1.50 -1.87 -4.40
Re -0.09 -1.69 -0.38
N -0.84 1.69 -3.70
N -2.01 2.09 -3.04
C -2.08 3.42 -3.11
C -1.03 3.90 -3.96
C -0.34 2.76 -4.37
H -2.90 4.01 -2.63
H 0.43 2.59 -5.12
H -0.84 4.91 -4.25
H 0.18 0.18 -4.97
H -1.62 -1.52 -5.41
H 2.63 0.37 -4.45
H -2.35 -3.90 -4.28
H 4.35 -0.10 -2.37
H -1.40 -3.80 -1.72
H 2.73 -0.57 -0.23
H -2.60 -1.24 -0.49
C -1.86 -1.32 0.32
H -2.23 -2.08 1.03
H -0.29 -0.25 -0.66
H -1.87 -0.38 0.92
O 0.65 1.00 1.15
C 0.73 -0.02 1.82
O 0.78 -1.27 1.31
C 0.73 0.01 3.33
C 0.78 -1.17 4.09
C 0.64 -1.10 5.49
C 0.49 0.16 6.11
C 0.45 1.34 5.35
C 0.57 1.26 3.95
N 0.30 2.62 5.98
O 0.21 2.66 7.23
O 0.26 3.65 5.27
N 0.58 -2.30 6.30
O 0.68 -3.41 5.73
O 0.42 -2.17 7.53
H 0.92 -2.12 3.59
H 0.40 0.21 7.19
H 0.53 2.16 3.35
```

Orbital gap (spin up / spin down)   4.0 / 4.2 eV
HOMO level (spin up / spin down)   -20.4 / -20.4 eV
Net charge   +4
Energy relative to the best compared isomer or geometry (same formula, charge and spin)   0.00 kJ/mol
2S+1   4
LUMO energy (spin up / spin down)   -16.49 / -16.27 eV


The following is a quantum chemistry calculation of a 2-piece molecular cluster, C30H51BCl2N3O8S2 overall in a non-equilibrium geometry, from the OMol25 dataset.

```
97
C30H51BCl2N3O8S2 (the ωB97M-V functional and the def2-TZVPD basis)
C 2.17 -4.86 0.52
C 0.59 -5.27 0.81
O 0.10 -5.58 2.02
O -0.30 -5.32 -0.36
C -1.69 -4.94 -0.01
C -2.51 -4.29 -1.27
C -1.63 -3.08 -2.00
C -2.23 -1.64 -1.51
C -1.26 -0.34 -1.67
O -2.27 0.75 -1.48
C -0.64 0.09 -3.13
Cl 0.26 -1.21 -4.15
C -1.75 0.61 -4.28
C -0.94 1.04 -5.68
O -0.27 2.23 -5.71
Cl -0.89 0.01 -7.22
N 0.20 1.31 -2.70
C 0.75 1.20 -1.26
O 2.17 0.94 -1.06
C 2.83 0.09 -2.01
C 4.45 0.52 -2.02
C 5.21 -0.24 -3.26
C 5.25 0.12 -0.65
C 5.15 -1.47 -0.23
C 4.93 1.15 0.63
C 0.66 2.78 -0.75
C 2.01 3.64 -0.25
C 1.73 5.17 0.20
N 0.47 5.97 0.29
C -0.77 5.26 -0.15
C -0.69 3.70 -0.65
C -0.18 0.06 -0.46
C 0.51 -1.36 -0.02
C 1.63 -1.25 1.18
C 1.17 -2.03 2.59
S 1.69 -0.88 4.00
B -0.85 0.51 1.01
N -2.23 0.00 1.48
O -0.16 1.38 2.01
H 2.76 -4.55 1.50
H 2.22 -3.98 -0.27
H 2.80 -5.75 0.03
H -1.74 -4.14 0.87
H -2.23 -5.96 0.29
H -2.71 -5.13 -2.10
H -3.60 -3.92 -0.96
H -1.88 -3.18 -3.16
H -0.48 -3.22 -1.90
H -2.65 -1.79 -0.41
H -3.20 -1.43 -2.17
H -3.08 0.40 -1.00
H -2.34 1.56 -3.96
H -2.41 -0.31 -4.58
H -0.52 2.08 -2.88
H 0.90 1.57 -3.46
H 2.51 0.16 -3.13
H 2.85 -1.08 -1.75
H 4.49 1.71 -2.10
H 6.26 -0.65 -2.88
H 5.43 0.55 -4.11
H 4.52 -1.13 -3.60
H 6.40 0.31 -0.88
H 4.72 -1.58 0.88
H 6.26 -1.91 -0.16
H 4.59 -2.15 -1.01
H 5.74 0.86 1.46
H 3.88 0.97 1.12
H 5.13 2.28 0.37
H 3.09 3.21 -0.25
H 2.71 5.78 0.53
H -1.81 5.83 -0.15
H -1.73 3.24 -1.01
H -0.28 -2.15 0.39
H 0.95 -1.84 -1.00
H 2.57 -1.89 0.80
H 2.05 -0.18 1.37
H 1.80 -3.03 2.73
H 0.01 -2.22 2.57
H 2.43 0.22 3.50
H -2.13 -0.10 2.54
H -2.85 0.86 1.37
H 0.79 1.56 1.75
C -5.53 3.10 5.05
C -4.82 1.76 5.27
C -4.83 1.02 3.94
S -4.87 2.27 2.66
O -6.13 2.17 1.96
O -3.60 2.29 1.97
C -4.95 3.67 3.77
H -5.37 3.78 5.90
H -6.60 2.93 4.94
H -3.78 1.94 5.58
H -5.30 1.17 6.06
H -3.94 0.40 3.82
H -5.73 0.40 3.84
H -5.56 4.45 3.33
H -3.93 4.03 3.92
```

Orbital gap   7.6 eV
HOMO level   -11.1 eV
Net charge   +1
2S+1   1
LUMO energy   -3.48 eV


The following is a quantum chemistry calculation of one molecule with the formula C2N4O in a non-equilibrium geometry, from the OMol25 dataset.

```
7
C2N4O (the ωB97M-V functional and the def2-TZVPD basis)
N -2.73 -0.06 -0.24
C -1.63 0.08 0.03
C -0.19 -0.09 0.31
N 0.41 1.07 0.14
N 1.77 0.63 -0.15
N 1.88 -0.55 -0.22
O 0.49 -1.08 0.13
```

Orbital gap   11.4 eV
SMILES   N#Cc1nnno1
HOMO level   -12.1 eV
Energy relative to the best compared isomer or geometry (same formula, charge and spin)   56.44 kJ/mol
2S+1   1
LUMO energy   -0.73 eV